Record 1
Formula: C5H7N
Source: the Open Molecules 2025 dataset
Level of theory: ωB97M-V/def2-TZVPD

Summary:
orbital gap	9.9	eV
HOMO energy	-8.93	eV
ΔE to the lowest compared entry with this formula, charge and spin	0.974	eV
SMILES string	CC1=NC=CC1
strongest force on any atom	1.44	eV Å⁻¹

CARTESIAN COORDINATES (ANGSTROEM)
1 C 1.932 -0.265 -0.180
2 C 0.439 -0.262 -0.126
3 N -0.304 -1.311 -0.268
4 C -1.644 -0.872 -0.162
5 C -1.757 0.442 0.098
6 C -0.371 0.940 0.226
7 H 2.296 -1.286 -0.291
8 H 2.268 0.317 -1.044
9 H 2.415 0.177 0.701
10 H -2.442 -1.594 -0.274
11 H -2.658 1.027 0.233
12 H -0.122 1.914 -0.216
13 H -0.054 0.774 1.304

***

Record 2
Formula: C5H7N
Source: the Open Molecules 2025 dataset
Level of theory: ωB97M-V/def2-TZVPD

Summary:
orbital gap	9.2	eV
HOMO energy	-8.11	eV
ΔE to the lowest compared entry with this formula, charge and spin	0.077	eV
SMILES string	Cc1cc[nH]c1
strongest force on any atom	0.17	eV Å⁻¹

CARTESIAN COORDINATES (ANGSTROEM)
1 C -0.282 1.135 1.562
2 C -0.059 0.268 0.357
3 C 0.542 -1.026 0.335
4 C 0.539 -1.469 -0.964
5 N -0.043 -0.499 -1.733
6 C -0.405 0.561 -0.941
7 H 0.401 0.859 2.373
8 H -0.111 2.192 1.333
9 H -1.303 1.044 1.951
10 H 0.935 -1.562 1.189
11 H 0.906 -2.385 -1.404
12 H -0.163 -0.543 -2.730
13 H -0.881 1.436 -1.361

***

Record 3
Formula: C5H7N
Source: the Open Molecules 2025 dataset
Level of theory: ωB97M-V/def2-TZVPD

Summary:
orbital gap	7.6	eV
HOMO energy	-7.75	eV
ΔE to the lowest compared entry with this formula, charge and spin	5.607	eV
strongest force on any atom	0.56	eV Å⁻¹

CARTESIAN COORDINATES (ANGSTROEM)
1 C -1.717 -0.387 -0.464
2 N -0.698 -0.432 0.573
3 C -0.247 0.656 1.463
4 C 0.549 -0.013 0.436
5 C 1.665 0.024 -0.360
6 C 1.940 -0.999 -1.283
7 H -1.346 -0.948 -1.324
8 H -1.910 0.653 -0.765
9 H -2.643 -0.829 -0.093
10 H -0.544 1.686 1.255
11 H -0.180 0.385 2.515
12 H 2.243 0.921 -0.154
13 H 2.887 -0.718 -1.798

***

Record 4
Formula: C5H7N
Source: the Open Molecules 2025 dataset
Level of theory: ωB97M-V/def2-TZVPD

Summary:
orbital gap	8.3	eV
HOMO energy	-8.84	eV
ΔE to the lowest compared entry with this formula, charge and spin	6.592	eV
strongest force on any atom	0.47	eV Å⁻¹

CARTESIAN COORDINATES (ANGSTROEM)
1 C 0.919 -1.142 0.408
2 C 0.816 -0.230 -0.731
3 C -0.638 0.291 -0.662
4 C -0.120 1.143 0.501
5 N 1.110 0.311 0.620
6 C -1.628 -0.752 -0.345
7 H 0.014 -1.719 0.629
8 H 1.824 -1.697 0.625
9 H 1.534 -0.078 -1.518
10 H -1.086 0.793 -1.536
11 H -0.758 1.278 1.383
12 H 0.251 2.110 0.154
13 H -2.237 -0.305 0.473

***

Record 5
Formula: C5H7N
Source: the Open Molecules 2025 dataset
Level of theory: ωB97M-V/def2-TZVPD

Summary:
orbital gap	10.9	eV
HOMO energy	-10.60	eV
ΔE to the lowest compared entry with this formula, charge and spin	3.308	eV
SMILES string	N#CCC1CC1
strongest force on any atom	1.36	eV Å⁻¹

CARTESIAN COORDINATES (ANGSTROEM)
1 N 2.450 -0.800 0.865
2 C 2.295 0.358 0.754
3 C 1.188 0.175 -0.440
4 C -0.151 0.543 0.110
5 C -1.049 -0.504 0.707
6 C -1.400 0.116 -0.613
7 H 1.152 -0.824 -0.906
8 H 1.596 0.862 -1.170
9 H -0.161 1.518 0.583
10 H -1.635 -0.233 1.580
11 H -0.696 -1.532 0.709
12 H -1.304 -0.494 -1.508
13 H -2.217 0.830 -0.654

***

Record 6
Formula: C5H7N
Source: the Open Molecules 2025 dataset
Level of theory: ωB97M-V/def2-TZVPD

Summary:
orbital gap	6.6	eV
HOMO energy	-5.84	eV
ΔE to the lowest compared entry with this formula, charge and spin	5.574	eV
strongest force on any atom	0.43	eV Å⁻¹

CARTESIAN COORDINATES (ANGSTROEM)
1 C -0.407 1.050 -0.778
2 C -1.019 0.879 0.610
3 C -0.341 -0.223 1.143
4 C 1.158 -0.521 0.430
5 N -0.083 -1.210 0.029
6 C 0.505 -0.175 -0.857
7 H 0.217 1.952 -0.896
8 H -1.124 1.039 -1.611
9 H -1.196 1.743 1.241
10 H -0.471 -0.661 2.127
11 H 2.068 -1.116 0.492
12 H -0.213 -2.198 -0.138
13 H 0.906 -0.560 -1.791